{
  "formula": "C36H103N7O36S12",
  "method": "wB97M-V/def2-TZVPD",
  "orbital_gap_ha": 0.3079,
  "e_tot_ha": -9302.634934,
  "charge": 0,
  "lumo_energy_ev": -0.290,
  "elements": ["C", "N", "O", "O", "H", "H", "H", "C", "N", "O", "O", "H", "H", "H", "C", "N", "O", "O", "H", "H", "H", "C", "N", "O", "O", "H", "H", "H", "C", "N", "O", "O", "H", "H", "H", "C", "N", "O", "O", "H", "H", "H", "C", "N", "O", "O", "H", "H", "H", "C", "S", "O", "C", "H", "H", "H", "H", "H", "H", "C", "S", "O", "C", "H", "H", "H", "H", "H", "H", "C", "S", "O", "C", "H", "H", "H", "H", "H", "H", "C", "S", "O", "C", "H", "H", "H", "H", "H", "H", "C", "S", "O", "C", "H", "H", "H", "H", "H", "H", "C", "S", "O", "C", "H", "H", "H", "H", "H", "H", "C", "S", "O", "C", "H", "H", "H", "H", "H", "H", "O", "S", "O", "O", "C", "C", "C", "H", "H", "H", "H", "H", "H", "H", "H", "O", "S", "O", "O", "C", "C", "C", "H", "H", "H", "H", "H", "H", "H", "H", "O", "S", "O", "O", "C", "C", "C", "H", "H", "H", "H", "H", "H", "H", "H", "O", "S", "O", "O", "C", "C", "C", "H", "H", "H", "H", "H", "H", "H", "H", "O", "S", "O", "O", "C", "C", "C", "H", "H", "H", "H", "H", "H", "H", "H"],
  "coordinates": [[-2.653793, -0.251480, 6.256769], [-2.173810, 1.095546, 6.466341], [-1.587260, 1.739157, 5.648135], [-2.506042, 1.511566, 7.550231], [-2.212709, -0.840123, 7.068731], [-2.306923, -0.621314, 5.304490], [-3.727053, -0.380166, 6.342778], [5.993582, 2.647372, -2.627060], [5.359504, 3.638798, -1.768896], [5.622850, 4.810147, -1.845640], [4.576021, 3.215304, -0.967269], [6.225966, 1.753388, -1.992917], [6.877778, 3.191565, -3.021351], [5.318927, 2.306895, -3.429135], [-3.574156, 1.200683, -0.970697], [-4.364258, 2.372938, -0.590919], [-4.367591, 2.557978, 0.593689], [-4.836488, 3.116265, -1.427717], [-4.192789, 0.655082, -1.733193], [-3.285323, 0.700177, -0.059929], [-2.705014, 1.541054, -1.494000], [1.768717, 1.180690, 4.889283], [1.018073, -0.108790, 4.860497], [1.216049, -0.915444, 3.947520], [0.207943, -0.337016, 5.712008], [0.964176, 1.914136, 4.940624], [2.395115, 1.259665, 4.006750], [2.425589, 1.178679, 5.768572], [-4.690602, 1.926312, -4.932859], [-3.662943, 1.431134, -5.875792], [-2.492898, 1.599180, -5.531522], [-4.059593, 0.789682, -6.816109], [-4.212775, 2.545502, -4.232248], [-5.117622, 1.087426, -4.473507], [-5.448302, 2.494161, -5.496612], [4.602005, -1.369964, 2.646169], [5.043576, -0.196680, 3.390851], [4.558404, 0.932823, 3.142323], [5.690765, -0.412794, 4.391679], [3.915798, -1.931688, 3.267547], [5.453921, -2.108681, 2.549997], [4.092338, -1.092485, 1.757394], [6.976825, 2.427033, 3.113775], [7.473929, 2.917991, 1.815958], [7.407648, 2.205840, 0.842840], [7.923324, 4.085007, 1.835491], [5.939566, 2.551423, 3.132171], [7.507088, 3.021694, 3.865738], [7.237971, 1.400484, 3.347068], [0.565071, 1.630006, -3.618630], [2.004447, 2.280201, -2.793648], [3.107266, 1.840249, -3.725345], [1.611154, 3.971907, -3.210906], [0.566444, 1.973735, -4.697889], [-0.277400, 2.012563, -3.039496], [0.726928, 0.604301, -3.507317], [1.823258, 4.082941, -4.248650], [2.240915, 4.650509, -2.638623], [0.570967, 4.263643, -2.889639], [-5.238876, -3.047061, -2.106640], [-5.943393, -1.705058, -3.009897], [-4.794187, -0.818904, -3.426527], [-6.546526, -2.582933, -4.470657], [-6.044339, -3.787587, -2.025353], [-4.985202, -2.583974, -1.146046], [-4.399865, -3.507232, -2.566573], [-6.815981, -3.597144, -4.216264], [-5.754617, -2.483699, -5.205589], [-7.450026, -2.037847, -4.828386], [2.244075, -6.185966, 4.951123], [2.097832, -4.469745, 4.668040], [2.440989, -4.224572, 3.251857], [0.337979, -4.525619, 4.759269], [3.295283, -6.489487, 5.020279], [1.788378, -6.752319, 4.180442], [1.701231, -6.369902, 5.932933], [-0.073392, -3.605258, 4.423976], [0.176562, -4.604642, 5.864993], [-0.016408, -5.404086, 4.234786], [4.348505, -0.344202, -1.526108], [2.998160, -1.202059, -0.743406], [1.625012, -0.625931, -1.154101], [3.164060, -2.651872, -1.959611], [4.016463, 0.677244, -1.494615], [4.496566, -0.713269, -2.593248], [5.239368, -0.430980, -0.948406], [2.285803, -3.212542, -1.700362], [4.068881, -3.143138, -1.599146], [3.065336, -2.105998, -2.902923], [-1.962201, 6.503383, -0.552098], [-2.409820, 5.484979, 0.869004], [-1.573928, 6.022789, 1.974532], [-4.082018, 6.075545, 1.251898], [-1.920827, 7.509728, -0.182320], [-2.608428, 6.357974, -1.428534], [-1.041338, 6.041729, -0.924657], [-4.768924, 5.935203, 0.371741], [-4.102074, 7.074617, 1.598213], [-4.402421, 5.414030, 2.038894], [4.186159, 6.407812, 2.275665], [2.727697, 5.427321, 2.088101], [2.645233, 4.511572, 3.270783], [1.481778, 6.773577, 2.237731], [4.242872, 6.946800, 1.295989], [5.084305, 5.812617, 2.323643], [4.110575, 7.021614, 3.167980], [0.527948, 6.287106, 2.078635], [1.941569, 7.525634, 1.583115], [1.443622, 6.972434, 3.315345], [-0.555975, 2.708087, 2.379429], [0.144226, 2.938171, 0.770720], [-0.711787, 2.112193, -0.098197], [1.670291, 1.996346, 1.038957], [0.023972, 3.250304, 3.195069], [-0.653880, 1.635250, 2.649231], [-1.546304, 3.093742, 2.279967], [2.289144, 2.477274, 1.755714], [2.090254, 1.852394, 0.046578], [1.370173, 1.059686, 1.576125], [0.595719, -8.312999, 1.579800], [-0.602398, -7.678696, 1.099528], [-1.293337, -6.733668, 1.936485], [-0.255938, -6.936985, -0.293760], [0.775145, -5.880735, -0.198382], [2.021341, -6.399488, -0.910855], [-1.832952, -8.795609, 0.441424], [0.868203, -5.511020, 0.845299], [0.343778, -4.968581, -0.724686], [1.986222, -7.463540, -0.951462], [2.900260, -6.109390, -0.340008], [2.008319, -6.056427, -1.967979], [-2.396090, -9.095818, 1.342333], [-1.327921, -9.658625, -0.068867], [-2.434061, -8.292717, -0.341018], [-2.320306, -2.479671, 3.286053], [-3.038812, -2.443144, 2.055114], [-4.368737, -1.868758, 2.047587], [-2.103351, -1.691087, 1.054282], [-0.814981, -1.217672, 1.422988], [0.214273, -2.306679, 1.411836], [-3.181953, -4.011903, 1.277273], [-0.955764, -0.689824, 2.364026], [-0.571555, -0.516638, 0.604374], [1.151498, -1.788170, 1.528042], [0.123859, -2.935220, 0.438627], [0.142239, -2.967644, 2.274083], [-2.263268, -4.533870, 1.240391], [-3.686705, -3.854115, 0.312954], [-3.786882, -4.651882, 1.850347], [-0.202053, -3.217987, -2.139210], [-0.551187, -2.225802, -3.088823], [0.448192, -1.886350, -4.063984], [-1.835186, -2.852143, -3.887484], [-2.131365, -2.251696, -5.200589], [-1.721870, -3.198107, -6.306865], [-1.308246, -0.809690, -2.445845], [-1.543415, -1.321725, -5.345582], [-3.190177, -2.013764, -5.039298], [-2.169691, -4.183490, -6.228348], [-0.633255, -3.346690, -6.286268], [-1.945800, -2.721921, -7.253481], [-1.734029, -0.265230, -3.327300], [-0.549049, -0.207277, -1.914402], [-2.180127, -1.033873, -1.844511], [-8.989323, 2.628013, 4.147230], [-7.895110, 1.749725, 4.472378], [-7.917670, 0.484616, 3.798068], [-6.598328, 2.544310, 4.138077], [-5.787644, 2.209664, 2.968911], [-4.506652, 1.777773, 3.542048], [-7.664261, 1.459673, 6.235525], [-5.688942, 3.081645, 2.375374], [-6.333881, 1.436009, 2.469900], [-4.599069, 0.886866, 4.094100], [-4.019107, 2.476426, 4.202996], [-3.808086, 1.655540, 2.695896], [-7.412593, 2.341222, 6.832112], [-6.723459, 0.865235, 6.239764], [-8.505080, 0.924729, 6.618076], [4.263640, -2.497875, -6.518269], [4.445086, -1.311269, -5.813104], [5.201483, -1.388882, -4.612398], [5.268448, -0.275266, -6.823511], [6.106184, 0.623316, -6.051313], [6.324721, 1.771539, -7.019259], [2.918599, -0.480629, -5.620443], [7.063557, 0.214707, -5.797045], [5.576944, 0.939008, -5.124013], [6.522328, 1.402538, -8.059220], [7.232515, 2.294467, -6.622231], [5.440398, 2.411730, -6.942453], [2.494715, -0.571240, -6.626002], [3.047065, 0.499081, -5.162001], [2.372808, -1.206688, -4.992028]],
  "forces_ev_per_a": [[0.69, -2.11, -0.61], [-1.56, 0.40, 1.10], [0.67, 0.25, -1.28], [0.11, 0.90, 1.14], [-0.01, 0.08, -0.31], [0.05, -0.13, -0.23], [-0.11, 0.73, 0.01], [1.59, -0.57, -0.65], [-0.44, 0.12, 0.32], [0.68, 0.77, -0.79], [-1.43, -0.96, 1.19], [0.03, 1.03, -0.57], [-0.42, -0.87, 0.10], [-0.03, 0.52, 0.48], [-1.09, -0.87, -1.79], [1.20, 0.13, -0.31], [-0.72, 0.95, 1.20], [-0.19, -0.18, -0.11], [0.59, 0.01, 0.95], [-0.15, -0.39, -0.06], [0.59, 0.46, -0.13], [-0.03, -0.18, 0.11], [0.42, -1.38, -1.28], [0.51, 0.90, 0.16], [-0.28, 0.28, 1.17], [0.42, 0.26, 0.15], [-0.27, -0.01, -0.11], [-0.52, 0.04, -0.08], [-0.48, 1.34, -1.56], [0.33, -0.29, 1.34], [-0.58, -0.19, -0.77], [0.41, 0.00, -0.53], [0.57, 0.74, 0.91], [-0.54, -1.26, 0.60], [0.36, -0.36, 0.13], [1.11, -1.79, 0.01], [-1.66, 1.73, 1.30], [0.66, -2.16, -0.35], [0.64, 0.10, -0.22], [-0.43, 0.23, 0.37], [-0.74, 1.25, -0.29], [-0.05, 0.25, -0.79], [2.07, 0.22, 1.13], [0.93, 1.78, 0.29], [-0.03, 0.02, -0.15], [-0.77, -1.95, -0.46], [-1.42, 0.32, 0.08], [-0.52, 0.10, -0.21], [-0.01, -0.22, -0.74], [0.04, 1.91, -0.51], [-0.25, -0.15, -0.66], [0.37, 0.58, 0.44], [-0.51, 1.02, 1.56], [-0.04, -0.43, 1.29], [-0.25, -0.33, -0.26], [-0.25, -1.76, -0.16], [-0.18, 0.18, -0.90], [0.38, -0.08, -0.03], [0.85, -0.66, -0.63], [-0.98, -0.01, 0.66], [-0.04, 0.75, -0.09], [-0.34, -0.32, -0.13], [-0.49, 1.06, -0.15], [0.19, 0.14, 0.45], [-0.02, -0.44, -0.04], [0.92, -0.15, -0.61], [0.07, -0.27, -0.09], [0.07, -0.35, -0.19], [0.69, -0.40, 0.22], [0.46, -0.89, 2.28], [0.06, 0.71, -0.06], [0.53, 0.26, -0.92], [0.01, -0.38, 1.85], [-0.22, 0.19, 0.16], [-0.62, -0.42, -0.91], [0.86, -0.04, -1.08], [-0.40, 0.74, -0.41], [-0.36, -0.05, -0.86], [-0.32, 0.02, -0.20], [-0.67, 0.10, -1.76], [-1.83, -1.38, -1.54], [1.87, 0.00, 0.36], [-0.55, 1.58, 2.32], [0.17, 0.71, -0.23], [-0.08, 0.76, 1.43], [0.69, -0.26, 0.55], [-0.35, -0.56, -0.30], [0.15, -0.08, -0.96], [0.45, -0.79, 0.05], [-0.38, -1.31, -0.67], [-0.67, 0.08, -0.22], [0.33, -0.04, 0.31], [-0.44, -1.27, -1.70], [0.36, 0.55, -0.19], [-0.45, 0.26, 0.54], [0.36, 0.62, 0.54], [0.72, 0.07, 0.78], [0.29, 1.12, 0.25], [-0.21, -0.22, 0.34], [0.05, 0.78, -0.99], [-0.45, -0.79, -0.33], [-0.28, 0.09, 0.11], [1.51, -1.43, 1.14], [0.07, 0.11, 1.00], [0.05, -0.56, 0.07], [0.03, 0.36, -0.09], [-0.27, 0.41, -1.01], [-1.08, 0.17, 0.24], [0.42, 0.70, -0.20], [0.89, -0.09, 1.73], [1.26, 0.35, 0.96], [-0.82, -0.81, -1.31], [-1.40, -1.05, 0.40], [-0.72, -0.47, -1.16], [0.28, 0.47, -0.40], [-0.71, 0.48, 0.21], [0.80, 1.00, 0.26], [0.25, -0.21, 0.25], [0.15, 0.32, -1.01], [-0.77, -0.07, 0.06], [0.30, 1.08, -1.63], [0.16, -0.26, 0.26], [-0.25, -0.01, 0.98], [-0.89, 1.27, -0.53], [-0.45, 1.01, -0.11], [0.64, -0.78, -0.39], [0.34, -0.78, -0.41], [0.38, -1.38, 0.40], [0.03, -0.85, 0.18], [0.25, 0.16, -0.40], [0.38, 0.01, 0.76], [0.04, -0.04, -0.69], [-0.38, 0.72, 0.78], [0.25, 0.01, 0.86], [0.06, -0.51, 0.86], [-1.06, 0.52, 0.17], [1.16, -0.23, -0.35], [-1.77, -0.23, -1.30], [0.56, 0.60, -0.62], [-0.42, -1.10, -0.72], [-0.39, 0.67, -0.71], [0.55, -0.01, 0.08], [-0.14, -0.01, 0.54], [0.65, -0.17, -0.37], [0.42, 1.30, 1.53], [-0.14, -0.08, -0.08], [1.27, -0.14, -0.47], [0.54, -0.07, 0.24], [-1.15, -0.48, 1.06], [-0.20, -0.26, 1.01], [-0.81, -1.28, -1.94], [-0.18, 0.50, 0.14], [1.35, 0.54, 0.33], [0.29, 0.19, 0.70], [0.34, 0.07, 0.26], [-0.22, 1.50, -0.33], [-0.50, -0.35, 0.31], [0.18, 0.00, -0.85], [-0.30, -0.01, -0.06], [-0.24, 0.14, 0.15], [-0.24, -0.10, -0.31], [0.64, -0.27, 0.59], [-0.44, -0.31, -0.13], [0.15, -0.49, 0.39], [0.17, -0.25, 1.00], [-1.53, 0.79, -0.74], [0.51, -0.36, 0.39], [0.09, 0.48, 0.53], [-0.67, -0.16, 1.49], [1.95, 0.20, -1.39], [1.85, 0.20, -0.74], [-0.24, 0.79, -0.44], [0.09, -0.46, -0.67], [-0.16, -1.42, 0.44], [-0.20, 0.73, 0.19], [-0.10, -0.39, 0.46], [-0.50, 0.17, -0.47], [-0.83, -0.03, 0.13], [-0.48, -0.36, 0.15], [-0.74, -2.09, -1.66], [1.44, 2.30, -0.77], [0.21, 0.24, 1.32], [-0.65, -1.35, 1.96], [-0.79, 1.00, -0.99], [0.85, 0.35, 0.65], [0.07, -1.42, -0.11], [0.26, -0.88, 0.22], [0.41, -0.13, -0.68], [-0.26, 0.39, 1.02], [-0.78, 0.06, -0.66], [0.32, 0.15, -0.54], [-0.12, 0.61, 0.23], [-0.21, -0.07, -0.19], [-0.09, 0.64, 0.00]]
}